Entry 1:
Here is a molecular structure, C7H9ClLaN4O5S in a non-equilibrium geometry from the Open Molecules 2025 dataset. Energies are from ωB97M-V with the def2-TZVPD basis set.

Computed properties:
F_max = 0.0207 hartree/bohr
2S+1 = 1
Charge = -1
HOMO level = -4.23 eV
Total energy = -47829.1235 eV
HOMO-LUMO gap = 6.82 eV

```
28
C7H9ClLaN4O5S (ωB97M-V with the def2-TZVPD basis set)
La -0.08544 -0.04986 0.77079
O 4.41637 4.56634 -0.20300
C 5.00154 3.39027 -0.31371
O 6.19525 3.26500 -0.47548
C 4.12995 2.18550 -0.19826
C 4.61584 0.89889 -0.28533
N 3.56982 0.07419 -0.15735
N 2.42277 0.73490 0.01846
C 2.74067 2.01749 0.00133
C 1.60984 2.98866 0.19966
O 1.88895 4.19840 0.15647
O 0.47159 2.47310 0.39596
H 3.42277 4.46586 -0.05584
H 5.62654 0.55308 -0.43612
H 3.50587 -0.93592 -0.15112
C -1.91603 -3.49930 0.29203
N -3.07677 -2.62620 0.22442
C -2.93681 -1.32252 -0.09047
N -4.02782 -0.52576 0.13101
O -1.94224 -0.88119 -0.72610
H -2.26047 -4.53305 0.28591
H -1.33362 -3.30310 1.19264
H -1.28549 -3.33785 -0.57533
H -3.75817 -2.78180 0.94946
H -4.46363 -0.70591 1.02550
H -3.76637 0.44503 0.06632
Cl 1.44873 -2.22871 0.32934
S -1.78572 -0.59302 2.67012
```

=====

Entry 2:
Here is 3 unconnected molecules or ions with the total composition C30H56BClN3O5 in a non-equilibrium geometry from the Open Molecules 2025 dataset. Energies are from ωB97M-V with the def2-TZVPD basis set.

Computed properties:
F_max = 0.0723 hartree/bohr
2S+1 = 3
Charge = +1
HOMO level (alpha / beta) = -10.53 / -11.23 eV
Total energy = -59916.3706 eV
HOMO-LUMO gap (alpha / beta) = 6.42 / 7.12 eV

```
96
C30H56BClN3O5 (ωB97M-V with the def2-TZVPD basis set)
C 2.79981 -0.77618 1.26599
C 2.06345 0.27726 2.25185
C 0.95388 -0.53539 2.99009
C 1.47495 -1.64930 3.80290
C 0.56382 -2.52086 4.55177
B 0.99797 -3.75383 5.48720
O 0.18097 -4.90615 5.63719
O 2.20582 -3.65436 6.17397
C -0.87250 -2.21906 4.41420
C -1.30865 -1.09675 3.58710
C -2.86936 -0.91105 3.52713
C -3.32927 0.38251 4.36319
O -2.36025 0.65325 5.39289
N -0.41961 -0.26042 2.90813
C -0.89807 0.89198 2.11673
Cl -0.23923 2.49004 2.75574
C -0.66201 0.71923 0.55443
C -1.73567 -0.37371 0.07392
H 3.70764 -1.23023 1.72652
H 2.03260 -1.56253 0.99863
H 3.00409 -0.23284 0.30247
H 1.68927 1.08807 1.59159
H 2.86419 0.60767 2.96809
H 2.57182 -1.85987 3.84906
H 0.01840 -5.25119 4.73961
H 2.52601 -4.55108 6.38311
H -1.60781 -2.86784 4.95303
H -3.14486 -0.71074 2.45908
H -3.41060 -1.82859 3.86295
H -4.34154 0.20321 4.80908
H -3.39718 1.26762 3.67175
H -1.99934 1.53937 5.21571
H -2.00825 1.03930 2.20458
H -0.90978 1.68714 0.05618
H 0.33455 0.29189 0.29405
H -1.44029 -1.32732 0.59211
H -2.79065 -0.05898 0.26311
H -1.51107 -0.52785 -1.02131
C -6.57601 -1.94760 -3.98264
C -6.65733 -1.89143 -2.43608
C -8.11659 -1.73365 -1.97352
C -8.66901 -0.32975 -2.16144
C -7.76470 0.68233 -1.46855
C -6.30188 0.59158 -1.93680
N -5.76268 -0.80878 -1.91773
O -5.47424 -1.10402 -0.65278
C -6.20003 1.19343 -3.35794
C -5.45660 1.55351 -1.07773
C -6.20076 -3.30478 -2.01294
H -7.48053 -2.39382 -4.40427
H -6.44879 -0.98692 -4.46931
H -5.72967 -2.55503 -4.31188
H -8.19404 -1.99113 -0.91019
H -8.75762 -2.44716 -2.49797
H -8.77356 -0.10019 -3.22669
H -9.67383 -0.26895 -1.73570
H -8.15104 1.69065 -1.64377
H -7.82045 0.51844 -0.38621
H -5.22417 0.98786 -3.80463
H -6.31871 2.27898 -3.33094
H -6.97814 0.84108 -4.03362
H -5.53324 1.33879 -0.00957
H -5.79335 2.58394 -1.20679
H -4.40110 1.51304 -1.36345
H -5.14681 -3.46940 -2.25004
H -6.78182 -4.06298 -2.54313
H -6.34240 -3.48876 -0.94633
C 5.98463 3.50839 -1.41465
C 6.33152 2.17933 -0.69708
C 7.69041 2.28664 0.01703
C 8.88208 2.21542 -0.92483
C 8.80490 0.94623 -1.76607
C 7.47792 0.82227 -2.53513
N 6.27293 1.04531 -1.66947
O 6.07681 -0.06887 -0.96700
C 7.49384 1.82536 -3.71246
C 7.44781 -0.55179 -3.23386
C 5.25189 2.08467 0.40053
H 6.41479 4.36190 -0.88360
H 6.32812 3.57681 -2.44068
H 4.90371 3.66360 -1.45850
H 7.78528 1.47520 0.74896
H 7.74116 3.21367 0.59499
H 8.92124 3.10685 -1.55912
H 9.80937 2.21117 -0.34620
H 9.64525 0.92541 -2.46574
H 8.93589 0.08067 -1.10678
H 6.50755 1.90539 -4.17598
H 8.18894 1.50204 -4.49024
H 7.83166 2.82150 -3.42813
H 7.56550 -1.38069 -2.53383
H 8.26719 -0.63840 -3.95019
H 6.51323 -0.69453 -3.78287
H 4.25817 1.93865 -0.03228
H 5.22390 3.00578 0.98814
H 5.44008 1.27034 1.10393
```

=====

Entry 3:
Here is 2 unconnected molecules or ions with the total composition C4H12NO in a non-equilibrium geometry from the Open Molecules 2025 dataset. Energies are from ωB97M-V with the def2-TZVPD basis set.

Computed properties:
F_max = 0.0753 hartree/bohr
2S+1 = 2
Charge = +2
HOMO level (alpha / beta) = -21.20 / -21.19 eV
Total energy = -7857.5594 eV
HOMO-LUMO gap (alpha / beta) = 12.77 / 5.92 eV

```
18
C4H12NO (ωB97M-V with the def2-TZVPD basis set)
C 1.58896 -1.87557 0.18111
C 0.28123 -1.09099 -1.75704
N 0.42196 -1.26419 -0.50517
H 1.17246 -2.61836 0.86535
H 2.13441 -1.11672 0.75917
H 2.21452 -2.36377 -0.56391
H 1.00236 -1.63913 -2.36829
H -0.48945 -0.47813 -2.20145
H -0.22720 -0.67111 0.12552
C -1.15893 1.50005 1.05310
O -0.90991 0.07036 1.26107
C -0.63877 1.92775 -0.27106
H -2.26002 1.59538 1.11468
H -0.61672 1.99133 1.87721
H -0.94741 -0.02546 2.24653
H -1.21554 1.34648 -1.03927
H -0.78592 3.00397 -0.41540
H 0.43396 1.70810 -0.36219
```

=====

Entry 4:
Here is 20 unconnected molecules or ions with the total composition C36H121N9O20 in a non-equilibrium geometry from the Open Molecules 2025 dataset. Energies are from ωB97M-V with the def2-TZVPD basis set.

Computed properties:
F_max = 0.0613 hartree/bohr
2S+1 = 1
HOMO level = -8.69 eV
Total energy = -93649.7179 eV
HOMO-LUMO gap = 8.90 eV

```
186
C36H121N9O20 (ωB97M-V with the def2-TZVPD basis set)
C -7.00803 4.88382 1.06880
C -7.85598 3.83624 1.88255
C -6.87908 3.05239 2.81574
O -5.95455 2.23729 2.03460
C -5.04586 1.45590 2.75767
N -8.76774 4.56167 2.73256
H -7.65920 5.47903 0.42864
H -6.24990 4.46940 0.40427
H -6.35432 5.41144 1.76333
H -8.37124 3.09411 1.27275
H -7.51590 2.55695 3.54862
H -6.25904 3.78237 3.33610
H -4.55778 2.01704 3.55454
H -4.25020 1.12919 2.08813
H -5.49921 0.54913 3.15811
H -9.25217 5.11763 2.04239
H -8.25554 5.26221 3.24927
C -1.11425 0.00421 0.72115
C -0.41603 -1.00640 -0.13631
C 0.89050 -0.44727 -0.74983
O 1.67493 -1.38383 -1.46397
C 1.13194 -1.98134 -2.60906
N -0.23091 -2.25654 0.57327
H -1.10041 0.97437 0.22446
H -0.54941 0.17354 1.63787
H -2.15502 -0.25548 0.91470
H -1.05990 -1.09371 -1.01147
H 1.49749 0.05119 0.00595
H 0.77967 0.43898 -1.37464
H 0.10354 -2.33534 -2.53713
H 1.70229 -2.90628 -2.69452
H 1.23541 -1.43057 -3.54396
H 0.32598 -2.90063 0.03001
H -1.13277 -2.63105 0.83110
C 1.12366 3.29218 -3.16277
C 0.54416 3.35420 -1.83895
C 0.30689 4.83514 -1.37597
O -0.02119 4.77924 -0.03142
C -0.60272 5.99496 0.36723
N -0.72914 2.64736 -1.76703
H 1.25817 2.27183 -3.52179
H 2.12652 3.70689 -3.06079
H 0.55979 3.76107 -3.96917
H 1.17884 2.84356 -1.11471
H -0.54532 5.16836 -1.96825
H 1.17402 5.46871 -1.56246
H -0.01582 6.86570 0.07487
H -0.75511 6.09516 1.44186
H -1.62894 6.08159 0.01020
H -1.00807 2.64315 -0.79633
H -1.36647 3.26801 -2.24527
C -4.26970 -1.61900 -1.30411
C -5.03221 -0.79915 -0.26697
C -6.13428 0.09185 -0.93592
O -5.67923 1.00781 -1.92384
C -4.83674 2.05671 -1.41666
N -5.47069 -1.75635 0.70431
H -4.92889 -2.27872 -1.86832
H -3.45612 -2.23699 -0.92426
H -3.87891 -0.81104 -1.92265
H -4.28074 -0.19219 0.23800
H -6.68951 0.60630 -0.15161
H -6.81351 -0.57942 -1.46141
H -3.86654 1.64855 -1.13346
H -5.17566 2.64327 -0.56274
H -4.56087 2.81308 -2.15143
H -5.71431 -2.53760 0.11237
H -6.37718 -1.47319 1.04811
C -1.52244 -6.04694 4.11630
C -2.33480 -4.72676 4.04796
C -2.16816 -3.89543 5.27719
O -2.68621 -4.67140 6.35177
C -2.42598 -4.13562 7.56403
N -2.00272 -4.06335 2.77799
H -1.79851 -6.63468 4.99177
H -0.48095 -5.74005 4.21228
H -1.75076 -6.77936 3.34201
H -3.40319 -4.93513 3.99123
H -2.61673 -2.90379 5.21783
H -1.10022 -3.77505 5.45918
H -1.36515 -4.00575 7.77820
H -2.81154 -4.86726 8.27407
H -2.86199 -3.15708 7.76515
H -1.26216 -3.43614 3.05777
H -2.73862 -3.39824 2.58778
C 2.59837 1.38412 5.35044
C 1.75607 2.00936 4.23732
C 2.16443 1.57171 2.74032
O 3.53864 1.83366 2.35449
C 3.98255 3.11802 2.68647
N 0.36869 1.72698 4.67755
H 2.15739 1.73324 6.28412
H 3.65622 1.63256 5.26489
H 2.56490 0.29847 5.25904
H 1.89413 3.08762 4.31723
H 1.47421 1.95802 1.99035
H 1.96330 0.50094 2.77339
H 3.31994 3.94737 2.43902
H 4.96952 3.21137 2.23338
H 4.22199 3.24442 3.74231
H 0.10332 0.75263 4.65932
H -0.28720 2.16742 4.04833
C -2.33315 -0.80464 -5.46872
C -1.25631 0.10719 -4.82185
C -0.28479 0.74427 -5.84932
O 0.27281 -0.21660 -6.68279
C 1.21913 0.26706 -7.65420
N -2.06774 1.12546 -4.19439
H -3.09103 -0.22128 -5.99161
H -2.86025 -1.23129 -4.61535
H -1.97919 -1.57107 -6.15820
H -0.66575 -0.42165 -4.07374
H 0.45627 1.29692 -5.27183
H -0.78425 1.43561 -6.52806
H 2.24784 0.40301 -7.32046
H 0.92915 1.22992 -8.07482
H 1.11726 -0.45311 -8.46604
H -1.47281 1.62053 -3.54550
H -2.62256 0.55366 -3.57366
C 8.60455 -1.68462 1.44108
C 7.61779 -0.79667 0.66127
C 6.24614 -0.70682 1.39195
O 5.52066 -1.99292 1.35031
C 4.15317 -2.02821 1.73668
N 8.26684 0.47417 0.66059
H 8.76253 -1.31538 2.45439
H 9.58370 -1.81531 0.98033
H 8.26855 -2.69806 1.66048
H 7.44431 -1.05439 -0.38351
H 5.60514 0.02404 0.89892
H 6.45519 -0.37757 2.40978
H 3.79657 -1.72299 2.72044
H 3.82877 -3.06837 1.70627
H 3.48314 -1.57886 1.00372
H 8.30649 0.87706 1.58591
H 7.74472 1.15580 0.12873
C 4.49515 2.89163 -1.09930
C 5.46165 1.96165 -1.82132
C 5.50259 2.25764 -3.29164
O 4.16562 2.15673 -3.88770
C 3.77315 0.79164 -4.06499
N 6.79180 2.14353 -1.22827
H 4.01107 2.44768 -0.22943
H 3.67508 3.29688 -1.69206
H 4.93961 3.76294 -0.61827
H 5.06112 0.95008 -1.75507
H 6.18209 1.63242 -3.87084
H 5.98351 3.19859 -3.55889
H 2.93310 0.72825 -4.75666
H 3.50043 0.31125 -3.12533
H 4.56716 0.20516 -4.52726
H 7.36691 1.55258 -1.81146
H 7.04144 3.08525 -1.49462
O -1.65573 -4.35209 -2.68433
H -0.71628 -4.53116 -2.72426
H -1.86214 -4.36055 -1.74969
O -2.34388 3.30848 0.59158
H -1.51891 3.79389 0.59619
H -2.37004 2.87162 1.44288
O 3.98869 -3.93952 -0.95548
H 3.28218 -3.40807 -0.58855
H 3.80791 -3.96331 -1.89515
O 2.37134 -4.72208 -4.96184
H 2.49750 -3.79042 -5.14162
H 1.83992 -5.03772 -5.69273
O 2.38945 -2.09278 -5.90173
H 2.85234 -2.25239 -6.72423
H 1.90222 -1.28302 -6.05379
O -1.88821 2.38666 3.02037
H -2.35585 2.89561 3.68257
H -1.87678 1.49457 3.36719
O -1.77398 -5.03732 -0.10956
H -1.90856 -4.88293 0.82547
H -0.83355 -4.91559 -0.23998
O 0.89988 -2.95919 3.12315
H 1.68525 -3.49926 3.21125
H 0.76978 -2.87715 2.17839
O 1.01137 -4.91703 -0.23644
H 1.79328 -5.19524 0.24047
H 1.17618 -5.18020 -1.14187
O 1.36460 -6.02586 -2.78734
H 1.15664 -6.67177 -3.46245
H 1.81341 -5.32323 -3.25756
O -2.33786 0.03571 4.18383
H -2.74901 -0.50562 3.50994
H -1.77404 -0.56886 4.66636
```